No. 1
The following is a DFT calculation (ωB97M-V/def2-TZVPD) of a structure of composition C31H50N10OSSr.

```
94
C31H50N10OSSr (ωB97M-V/def2-TZVPD)
Sr -0.06 -0.10 -0.02
C 1.90 -2.55 1.37
N 0.55 -2.52 0.77
C 0.44 -3.42 -0.39
C 1.11 -2.91 -1.65
C 1.88 -3.76 -2.42
C 2.41 -3.30 -3.61
C 2.15 -1.98 -3.98
C 1.39 -1.20 -3.14
N 0.86 -1.64 -1.99
C -0.43 -2.94 1.79
C -0.60 -1.93 2.89
C -0.85 -2.33 4.19
C -1.07 -1.37 5.16
C -1.02 -0.03 4.80
C -0.76 0.29 3.48
N -0.55 -0.64 2.53
C 2.94 -1.82 0.55
C 4.13 -2.43 0.19
C 5.06 -1.70 -0.53
C 4.77 -0.39 -0.87
C 3.54 0.13 -0.48
N 2.64 -0.56 0.21
H 1.84 -2.06 2.34
H 2.22 -3.58 1.55
H 0.82 -4.42 -0.16
H -0.63 -3.53 -0.61
H 2.07 -4.78 -2.09
H 3.01 -3.94 -4.24
H 2.54 -1.57 -4.90
H 1.18 -0.16 -3.39
H -1.39 -3.08 1.29
H -0.16 -3.91 2.24
H -0.86 -3.38 4.44
H -1.26 -1.65 6.19
H -1.19 0.75 5.53
H -0.71 1.32 3.14
H 4.31 -3.46 0.46
H 6.00 -2.14 -0.82
H 5.47 0.22 -1.42
H 3.27 1.15 -0.74
S -0.34 2.09 -2.16
C -1.65 2.82 -2.97
N -1.46 3.90 -3.72
C -2.51 4.59 -4.47
C -3.62 3.61 -4.79
C -4.06 2.92 -3.52
N -2.89 2.34 -2.86
H -0.51 4.22 -3.79
H -2.06 5.00 -5.38
H -2.89 5.43 -3.88
H -3.27 2.87 -5.51
H -4.46 4.14 -5.24
H -4.76 2.11 -3.73
H -4.56 3.63 -2.85
H -3.00 1.54 -2.25
C 0.15 5.20 0.67
C -0.26 4.23 1.78
C 0.70 4.33 2.96
C -1.69 4.53 2.23
N -0.30 2.82 1.30
N 0.92 2.31 0.76
H 0.13 6.23 1.05
H -0.53 5.13 -0.18
H 1.17 5.02 0.32
H 0.63 5.31 3.42
H 1.74 4.18 2.65
H 0.45 3.58 3.72
H -1.76 5.56 2.58
H -1.98 3.87 3.04
H -2.39 4.41 1.41
H -0.96 2.80 0.52
H 1.60 2.22 1.50
H 1.32 2.94 0.06
C -4.12 -3.23 -2.42
N -3.42 -1.99 -2.11
C -2.49 -1.56 -3.15
C -3.33 -1.46 -0.87
O -2.32 -0.80 -0.53
N -4.35 -1.67 0.01
C -5.74 -1.82 -0.40
C -4.16 -1.35 1.41
H -3.43 -3.91 -2.92
H -4.97 -3.07 -3.08
H -4.46 -3.72 -1.51
H -3.03 -1.42 -4.08
H -1.71 -2.30 -3.30
H -2.02 -0.62 -2.87
H -5.85 -1.64 -1.46
H -6.33 -1.08 0.14
H -6.14 -2.81 -0.16
H -3.10 -1.25 1.63
H -4.58 -2.15 2.02
H -4.66 -0.41 1.67
```

Values from the calculation:
* charge: +2
* frontier orbital gap: 9.1 eV
* F_max: 0.573 eV/A
* electronic energy: -2262.723041 hartree
* E_HOMO: -13.43 eV
* energy relative to the best compared isomer or geometry (same formula, charge and spin): 0.0 kJ/mol

***

No. 2
The following is a DFT calculation (ωB97M-V/def2-TZVPD) of the ion C31H50NO8P2 with charge +1.

```
92
C31H50NO8P2 (ωB97M-V/def2-TZVPD)
C -4.30 0.11 -0.87
C -3.12 0.72 -0.80
C -2.01 0.29 0.11
C -0.87 -0.45 -0.35
C -0.67 -0.90 -1.70
O -1.60 -0.69 -2.68
C -2.67 -1.67 -2.64
C -2.29 -3.04 -3.24
C 0.48 -1.57 -2.06
C 0.65 -1.97 -3.52
C 1.85 -1.22 -4.18
P 1.37 -0.23 -5.63
O 1.11 -1.18 -6.73
O 0.02 0.61 -5.32
C -0.84 0.76 -6.46
C -1.89 -0.37 -6.58
O 2.65 0.70 -6.00
C 2.38 2.09 -6.26
C 2.02 2.36 -7.76
C 1.50 -1.89 -1.08
P 3.07 -2.83 -1.43
O 3.17 -4.08 -0.32
O 2.98 -3.62 -2.87
C 1.34 -1.46 0.23
C 2.37 -1.68 1.33
C 3.16 -0.36 1.61
O 3.83 -0.31 2.61
O 3.11 0.70 0.73
C 0.15 -0.75 0.59
C -0.02 -0.34 1.95
C -1.14 0.31 2.30
N -2.11 0.64 1.39
C -3.25 1.39 1.95
C -2.94 2.92 2.09
C -2.69 3.32 3.58
C -1.17 3.37 3.95
C -0.84 2.68 5.31
C 0.46 1.86 5.30
C 0.57 1.03 6.60
C 1.71 -0.03 6.52
C 1.58 -1.04 7.68
C 2.93 -1.66 8.13
H -4.67 -0.49 -0.02
H -4.91 0.17 -1.77
H -2.94 1.57 -1.47
H -2.96 -1.85 -1.60
H -3.54 -1.29 -3.20
H -3.12 -3.75 -3.09
H -1.44 -3.46 -2.68
H -2.03 -2.96 -4.30
H -0.23 -1.75 -4.13
H 0.79 -3.05 -3.56
H 2.57 -1.96 -4.56
H 2.41 -0.63 -3.43
H -0.31 0.84 -7.42
H -1.40 1.70 -6.31
H -1.68 -1.04 -7.42
H -1.95 -0.98 -5.66
H -2.88 0.08 -6.73
H 3.33 2.62 -6.09
H 1.66 2.54 -5.56
H 2.15 1.42 -8.31
H 2.68 3.14 -8.15
H 0.98 2.72 -7.87
H 2.25 -4.24 -0.03
H 2.37 -4.38 -2.77
H 3.14 -2.43 1.11
H 1.90 -1.96 2.28
H 3.39 0.38 -0.15
H 0.71 -0.53 2.74
H -1.27 0.62 3.34
H -4.20 1.19 1.46
H -3.37 1.02 2.98
H -3.73 3.52 1.63
H -1.99 3.12 1.56
H -3.08 4.33 3.78
H -3.18 2.64 4.28
H -0.53 2.89 3.19
H -0.87 4.43 4.05
H -1.66 1.99 5.58
H -0.77 3.41 6.14
H 1.37 2.49 5.23
H 0.52 1.14 4.46
H 0.73 1.70 7.47
H -0.35 0.46 6.79
H 1.58 -0.57 5.56
H 2.71 0.45 6.53
H 1.13 -0.53 8.54
H 0.89 -1.86 7.41
H 2.80 -2.58 8.71
H 3.56 -1.87 7.25
H 3.46 -0.93 8.76
```

Values from the calculation:
* charge: +1
* frontier orbital gap: 7.4 eV
* F_max: 2.659 eV/A
* electronic energy: -2550.432691 hartree
* E_HOMO: -11.63 eV
* energy relative to the best compared isomer or geometry (same formula, charge and spin): 158.1 kJ/mol

***

> Which of these has the highest frontier orbital gap?

C31H50N10OSSr

***

> The lowest electronic energy belongs to which entry?

C31H50NO8P2

***

Please write out number 2 again, unchanged.
The following is a DFT calculation (ωB97M-V/def2-TZVPD) of the ion C31H50NO8P2 with charge +1.

```
92
C31H50NO8P2 (ωB97M-V/def2-TZVPD)
C -4.30 0.11 -0.87
C -3.12 0.72 -0.80
C -2.01 0.29 0.11
C -0.87 -0.45 -0.35
C -0.67 -0.90 -1.70
O -1.60 -0.69 -2.68
C -2.67 -1.67 -2.64
C -2.29 -3.04 -3.24
C 0.48 -1.57 -2.06
C 0.65 -1.97 -3.52
C 1.85 -1.22 -4.18
P 1.37 -0.23 -5.63
O 1.11 -1.18 -6.73
O 0.02 0.61 -5.32
C -0.84 0.76 -6.46
C -1.89 -0.37 -6.58
O 2.65 0.70 -6.00
C 2.38 2.09 -6.26
C 2.02 2.36 -7.76
C 1.50 -1.89 -1.08
P 3.07 -2.83 -1.43
O 3.17 -4.08 -0.32
O 2.98 -3.62 -2.87
C 1.34 -1.46 0.23
C 2.37 -1.68 1.33
C 3.16 -0.36 1.61
O 3.83 -0.31 2.61
O 3.11 0.70 0.73
C 0.15 -0.75 0.59
C -0.02 -0.34 1.95
C -1.14 0.31 2.30
N -2.11 0.64 1.39
C -3.25 1.39 1.95
C -2.94 2.92 2.09
C -2.69 3.32 3.58
C -1.17 3.37 3.95
C -0.84 2.68 5.31
C 0.46 1.86 5.30
C 0.57 1.03 6.60
C 1.71 -0.03 6.52
C 1.58 -1.04 7.68
C 2.93 -1.66 8.13
H -4.67 -0.49 -0.02
H -4.91 0.17 -1.77
H -2.94 1.57 -1.47
H -2.96 -1.85 -1.60
H -3.54 -1.29 -3.20
H -3.12 -3.75 -3.09
H -1.44 -3.46 -2.68
H -2.03 -2.96 -4.30
H -0.23 -1.75 -4.13
H 0.79 -3.05 -3.56
H 2.57 -1.96 -4.56
H 2.41 -0.63 -3.43
H -0.31 0.84 -7.42
H -1.40 1.70 -6.31
H -1.68 -1.04 -7.42
H -1.95 -0.98 -5.66
H -2.88 0.08 -6.73
H 3.33 2.62 -6.09
H 1.66 2.54 -5.56
H 2.15 1.42 -8.31
H 2.68 3.14 -8.15
H 0.98 2.72 -7.87
H 2.25 -4.24 -0.03
H 2.37 -4.38 -2.77
H 3.14 -2.43 1.11
H 1.90 -1.96 2.28
H 3.39 0.38 -0.15
H 0.71 -0.53 2.74
H -1.27 0.62 3.34
H -4.20 1.19 1.46
H -3.37 1.02 2.98
H -3.73 3.52 1.63
H -1.99 3.12 1.56
H -3.08 4.33 3.78
H -3.18 2.64 4.28
H -0.53 2.89 3.19
H -0.87 4.43 4.05
H -1.66 1.99 5.58
H -0.77 3.41 6.14
H 1.37 2.49 5.23
H 0.52 1.14 4.46
H 0.73 1.70 7.47
H -0.35 0.46 6.79
H 1.58 -0.57 5.56
H 2.71 0.45 6.53
H 1.13 -0.53 8.54
H 0.89 -1.86 7.41
H 2.80 -2.58 8.71
H 3.56 -1.87 7.25
H 3.46 -0.93 8.76
```

Values from the calculation:
* charge: +1
* frontier orbital gap: 7.4 eV
* F_max: 2.659 eV/A
* electronic energy: -2550.432691 hartree
* E_HOMO: -11.63 eV
* energy relative to the best compared isomer or geometry (same formula, charge and spin): 158.1 kJ/mol

***

> Look up the frontier orbital gap of the second one.

7.4 eV